Here is a cluster of 2 separate species, H2I3P2 in total in a non-equilibrium geometry from the Open Molecules 2025 dataset. Energies are from wB97M-V/def2-TZVPD.

Geometry as XYZ:
```
7
Properties=species:S:1:pos:R:3:lowdin_charge:R:1
P 0.70 -0.11 0.05 0.475
P 1.59 1.79 0.73 -0.397
I -1.45 3.91 1.79 0.284
I 3.02 1.27 2.74 0.389
I 3.15 2.62 -0.97 0.440
H 0.19 -0.62 1.24 -0.146
H -0.67 0.38 -0.49 -0.046
```

Results
largest force on an atom	2.228	eV Å⁻¹
highest occupied orbital energy (spin up / spin down)	-12.72 / -12.69	eV
relative energy (zero: lowest compared OMol25 entry of this formula, charge and spin)	71.62	kcal/mol
DFT total energy	-1576.62649	a.u.
charge	+1
Kohn-Sham gap (spin up / spin down)	0.1534 / 0.1511	Ha
LUMO level (spin up / spin down)	-8.54 / -8.58	eV